Formula: C59H52O11P2PdS2
Source: OMol25
Level of theory: wB97M-V/def2-TZVPD

- M (g/mol) = 1169.56
- Kohn-Sham gap (Eh) = 0.17752
- HOMO energy (eV) = -6.6
- net charge = 0
- energy above the lowest of the compared OMol25 structures with the same formula, charge and spin (kcal/mol) = 19.4

The geometry in XYZ format:
```
127
Properties=species:S:1:pos:R:3:forces:R:3
C -3.36565 6.05472 1.42987 -0.065 0.043 -0.123
C -4.36377 5.11580 1.16421 0.060 -0.074 0.258
C -4.30446 3.84076 1.73251 0.108 0.444 -0.093
C -3.21691 3.54088 2.54147 0.611 -0.944 -0.354
O -2.97711 2.20539 2.93060 -0.829 0.309 0.450
P -2.84330 0.93101 1.93721 0.021 -0.612 -0.004
O -2.86682 -0.29991 3.00264 0.182 0.548 0.466
C -3.18714 -0.26402 4.36472 -0.251 0.115 -0.302
C -4.37351 -0.87610 4.76121 0.320 0.171 0.224
C -4.68606 -0.89350 6.12184 0.183 0.104 -0.181
C -3.82358 -0.29625 7.04449 0.034 -0.033 0.048
C -2.63049 0.29705 6.62045 -0.106 0.000 -0.285
C -2.30817 0.33335 5.26255 -0.232 -0.317 0.156
O -4.31636 0.82719 1.26705 -1.062 -0.252 0.208
C -5.01893 -0.34292 0.95743 0.204 0.902 0.336
C -6.40039 -0.18431 0.85696 0.147 -0.491 -0.109
C -7.17392 -1.30416 0.55432 0.142 0.167 -0.006
C -6.56056 -2.54395 0.36317 0.045 -0.289 -0.061
C -5.17334 -2.67377 0.46260 0.012 0.377 0.068
C -4.38277 -1.55977 0.76540 -0.133 -0.337 -0.267
Pd -1.18765 0.95566 0.43985 -0.210 -0.360 0.382
P 0.46890 2.32853 1.06678 0.362 0.462 -1.189
O 0.21077 3.91388 0.76486 0.095 0.441 0.258
C 1.10553 5.00257 0.79291 -0.233 -0.776 0.270
C 1.23073 5.76927 -0.35923 0.176 -0.112 -0.011
C 2.23574 6.73332 -0.40397 -0.224 -0.009 0.148
C 3.04465 6.94777 0.71316 0.261 0.131 0.038
C 2.84317 6.22567 1.88890 -0.349 -0.089 0.023
C 1.83787 5.25874 1.94716 0.121 0.127 -0.304
O 0.98589 2.24942 2.61729 0.259 -0.327 0.265
C 2.22060 1.69828 3.01707 -0.307 0.500 -0.546
C 3.06499 2.52974 3.74378 0.201 -0.281 -0.185
C 4.38977 2.13091 3.92741 -0.253 -0.068 0.140
C 4.82369 0.89927 3.43626 0.069 -0.085 -0.010
C 3.92447 0.03365 2.80471 -0.232 0.099 0.119
C 2.59895 0.42584 2.59613 0.291 0.043 0.267
O 1.88551 2.06217 0.30808 0.912 0.041 -0.210
C 2.44336 2.71072 -0.79451 -0.244 -0.325 0.748
C 3.69554 3.28950 -0.60345 -0.233 0.198 -0.326
C 4.23018 4.04243 -1.64715 -0.034 -0.290 0.202
C 3.53894 4.15367 -2.85263 -0.068 0.128 -0.192
C 2.32235 3.49502 -3.04139 0.016 -0.181 0.127
C 1.76865 2.73373 -2.00819 0.245 0.275 -0.059
C -0.82084 -0.44310 -1.19698 1.796 -3.642 -1.591
C -2.04863 -0.10697 -1.96953 0.041 0.066 0.826
C -2.27415 1.22829 -2.34082 -0.305 0.021 0.295
C -3.52827 1.61096 -2.81504 -0.150 -0.148 -0.190
C -4.52256 0.64951 -3.01613 0.039 -0.018 0.107
C -4.25562 -0.69972 -2.76023 0.375 -0.142 -0.010
C -3.01486 -1.08768 -2.25893 -0.319 0.554 0.172
C -0.62606 -1.78312 -0.66867 -2.924 3.623 -1.555
C 0.61309 -2.37267 -0.46283 1.700 -0.365 1.728
C -2.25502 4.48310 2.89526 -0.223 0.184 -0.313
C -2.32814 5.74847 2.31105 -0.206 -0.173 0.217
H -3.39682 7.02925 0.93872 -0.008 -0.265 0.219
H -5.20129 5.36175 0.51271 0.232 0.006 0.113
H -5.06675 3.09373 1.53346 0.250 0.122 -0.016
H -5.01480 -1.32340 4.00249 0.122 0.080 0.215
H -5.60355 -1.38217 6.44517 0.196 0.168 0.023
H -4.08104 -0.29318 8.10485 0.099 -0.057 -0.303
H -1.93454 0.73713 7.33396 -0.269 -0.086 -0.087
H -1.39186 0.79257 4.89380 -0.220 -0.105 0.117
H -6.83121 0.80222 1.01821 0.067 -0.262 -0.033
H -8.25618 -1.19622 0.46789 0.302 -0.110 0.027
H -7.16210 -3.42631 0.13181 0.152 0.325 0.077
H -4.68232 -3.63471 0.30440 -0.235 0.199 0.033
H -3.29248 -1.63091 0.80952 -0.486 0.010 0.115
H 0.58079 5.56515 -1.21134 0.273 0.008 0.228
H 2.38472 7.30929 -1.31946 -0.029 -0.135 0.323
H 3.83877 7.69560 0.67310 -0.232 -0.219 -0.014
H 3.44806 6.39922 2.77969 -0.091 0.088 -0.306
H 1.61932 4.69386 2.85022 0.141 0.140 -0.310
H 2.68780 3.47973 4.12028 0.210 -0.261 -0.154
H 5.06776 2.79683 4.46186 -0.091 -0.252 -0.150
H 5.86773 0.60445 3.56171 -0.352 0.061 -0.022
H 4.24189 -0.95520 2.46743 -0.027 0.321 0.115
H 1.87423 -0.23921 2.11857 0.273 0.329 0.026
H 4.19689 3.16141 0.35697 -0.174 0.145 -0.250
H 5.18828 4.53929 -1.50300 -0.201 -0.091 -0.125
H 3.96002 4.75782 -3.65762 -0.140 -0.187 0.200
H 1.79116 3.56104 -3.99126 0.222 0.008 0.196
H 0.83774 2.17388 -2.12373 0.250 0.326 0.040
H 0.10043 0.06943 -1.53118 -0.403 -0.301 0.216
H -1.48188 1.96971 -2.21525 -0.242 -0.163 0.117
H -3.74042 2.66323 -3.00799 0.107 -0.298 -0.050
H -5.51417 0.93679 -3.37611 0.379 -0.022 0.125
H -5.00996 -1.46768 -2.93010 0.106 0.274 -0.037
H -2.79934 -2.13519 -2.05228 -0.162 0.275 -0.089
H -1.52441 -2.37396 -0.50467 0.081 0.093 0.407
H 1.36729 -2.33301 -1.25030 -0.063 0.295 0.118
H 0.94621 -2.51284 0.56998 -0.064 -0.357 -0.434
H -1.45390 4.21915 3.58188 -0.108 -0.062 -0.237
H -1.56778 6.48959 2.55171 -0.155 -0.134 -0.106
C 3.76251 -1.78042 -1.20336 -0.633 -1.635 -1.442
O 3.58508 -2.96479 -2.13529 2.922 1.351 1.148
C 2.48314 -3.71290 -2.12793 -2.881 -0.816 -0.228
S 2.36687 -4.78484 -3.59364 0.714 0.808 1.273
C 2.52485 -3.72637 -5.03607 -0.193 0.100 0.028
C 1.40554 -3.57430 -5.85915 0.283 0.127 0.149
C 1.49566 -2.75348 -6.98205 0.043 -0.094 0.109
C 2.68762 -2.08565 -7.26477 -0.028 -0.051 -0.016
C 3.81137 -2.27863 -6.45926 -0.045 -0.148 0.156
C 3.74188 -3.11311 -5.34220 -0.202 -0.012 -0.055
O 3.54357 -5.63472 -3.56209 -0.455 -0.077 -0.592
O 1.02818 -5.34589 -3.62204 0.497 -0.076 0.016
S 2.03667 -4.65494 -0.64019 2.393 -0.110 -2.013
C 2.32903 -6.40061 -0.77464 -0.743 -0.580 0.899
C 1.37533 -7.27361 -1.30456 0.110 -0.164 0.001
C 1.56096 -8.65089 -1.15033 0.148 0.304 0.056
C 2.66004 -9.13692 -0.43431 0.053 0.109 -0.098
C 3.61412 -8.25156 0.07782 -0.170 0.121 -0.164
C 3.44282 -6.87877 -0.08076 0.000 0.028 -0.184
O 2.89936 -4.18399 0.43387 -0.636 0.249 -0.042
O 0.57685 -4.48653 -0.50047 -0.727 1.043 0.276
H 4.77108 -1.44112 -1.42490 -0.126 0.028 0.026
H 3.02099 -1.02228 -1.46290 0.144 0.087 0.075
H 3.67176 -2.12874 -0.17588 -0.004 0.126 -0.087
H 0.48723 -4.10210 -5.61323 0.186 0.130 -0.012
H 0.62484 -2.65500 -7.62985 0.259 0.089 0.119
H 2.74415 -1.41846 -8.12689 0.009 -0.229 0.222
H 4.75566 -1.79126 -6.69937 -0.254 -0.072 0.027
H 4.61471 -3.29693 -4.71808 -0.236 0.073 -0.104
H 0.50270 -6.88150 -1.82402 0.266 -0.105 0.162
H 0.82881 -9.33325 -1.58396 0.214 0.148 0.207
H 2.77014 -10.21086 -0.26880 0.001 0.329 -0.117
H 4.49217 -8.60578 0.61685 -0.285 -0.041 -0.117
H 4.14373 -6.16229 0.34472 -0.165 -0.274 -0.076
```
Forces are in eV/Å.

Atomic partial charges in e from the Löwdin method, atoms 1 to 2: -0.0925 -0.0738